# 1
C46H45FeN2O4P2Si as an isolated structure, computed with ωB97M-V/def2-TZVPD.

```
101
C46H45FeN2O4P2Si (ωB97M-V/def2-TZVPD)
Fe 0.24 0.03 0.30
P -2.01 0.21 0.18
P 1.32 1.78 -0.63
Si -0.09 -0.42 -2.02
O 2.13 -0.28 1.11
O 3.95 -4.33 1.96
O -0.45 0.59 2.03
O -0.33 -3.81 -0.02
N 0.95 -2.01 0.44
N 3.08 -2.31 1.47
C -4.28 -2.29 3.31
C -2.88 -0.71 1.48
C -2.82 -0.43 -1.32
C -4.69 -1.14 -2.65
C 0.34 4.36 -0.04
C -0.23 1.42 -4.32
C 0.11 2.59 -4.97
C -3.37 3.90 -0.90
C 2.70 -5.03 -1.16
C 1.70 -4.32 1.10
C 1.02 -4.89 2.37
C 1.27 3.37 -3.01
C 0.74 -3.85 3.45
C 5.90 1.36 -0.99
C 0.17 1.19 -3.00
C 5.04 0.45 -1.60
C 3.14 1.66 -0.72
C 0.87 3.56 -4.32
C -3.81 -1.52 -3.67
C 0.89 2.20 -2.35
C 0.06 5.42 0.82
C -3.13 -2.77 2.71
C 2.05 -1.52 1.01
C 1.03 4.17 2.64
C -2.45 -1.36 -3.51
C -4.05 -0.23 2.08
C 5.38 2.41 -0.25
C 3.01 -3.69 1.54
C 0.97 3.22 0.43
C -0.03 0.22 3.30
C -3.13 3.94 1.49
C -2.66 2.64 1.48
C -4.20 -0.60 -1.48
C 2.03 -5.48 0.14
C 1.29 3.12 1.78
C -4.74 -1.02 2.99
C -2.57 1.95 0.27
C 0.89 -1.80 -2.85
C 3.67 0.60 -1.46
C 0.42 5.33 2.16
C -2.43 -1.99 1.80
C 4.00 2.56 -0.12
C -1.93 -0.81 -2.34
C -3.49 4.58 0.31
C -2.91 2.59 -0.92
C 0.70 -3.36 0.44
H 0.57 -2.74 -2.42
H 2.69 -6.16 0.68
H -1.78 -1.68 -4.30
H -3.87 5.59 0.33
H 2.97 -5.89 -1.77
H -2.36 2.16 2.39
H -0.06 1.08 3.98
H -4.42 0.76 1.83
H -0.70 -0.55 3.73
H 3.89 -1.85 1.84
H 0.09 -5.36 2.04
H 0.05 4.44 -1.08
H 1.66 -3.39 3.82
H 5.43 -0.37 -2.18
H -4.83 -2.90 4.01
H 1.75 2.21 2.16
H 1.10 -6.00 -0.07
H 0.70 -1.82 -3.93
H 3.62 3.39 0.46
H 3.00 -0.10 -1.94
H 0.21 6.15 2.83
H 0.08 -3.05 3.09
H 1.97 -1.69 -2.70
H 1.15 4.47 -4.84
H 1.67 -5.67 2.76
H -4.88 -0.33 -0.68
H 2.04 -4.40 -1.75
H -0.82 0.67 -4.84
H -2.77 -3.77 2.94
H -4.21 -1.96 -4.58
H -5.64 -0.63 3.45
H -3.21 4.47 2.43
H 1.86 4.12 -2.50
H -0.43 6.30 0.45
H 0.99 -0.18 3.33
H 1.29 4.09 3.69
H 0.25 -4.31 4.31
H 6.04 3.12 0.22
H -0.21 2.76 -5.99
H 3.62 -4.48 -0.96
H -2.84 2.07 -1.86
H 6.97 1.24 -1.09
H -3.64 4.39 -1.83
H -5.75 -1.28 -2.78
H -1.55 -2.38 1.31
```

## Properties
- total charge = 0
- highest occupied orbital energy (spin up / spin down) (eV) = -8.15 / -7.75
- lowest unoccupied orbital energy (spin up / spin down) (eV) = 0.24 / 0.55
- Kohn-Sham gap (spin up / spin down) (Eh) = 0.308 / 0.305
- 2S+1 = 2

=====

# 2
C46H46BaClN7O5S2 as an isolated structure, computed with ωB97M-V/def2-TZVPD.

```
108
C46H46BaClN7O5S2 (ωB97M-V/def2-TZVPD)
Ba 0.81 -0.69 0.07
Cl -7.82 -1.71 -0.35
S -2.24 1.88 0.04
S 2.59 2.94 -1.02
O -0.30 -2.91 1.12
O -2.98 -3.89 2.13
O -1.49 -1.07 1.56
O 2.28 1.56 -0.54
O -0.88 1.31 -0.26
N -0.90 -2.33 -1.87
N 1.62 0.17 2.60
N 2.42 -2.45 -1.89
N 3.80 -1.04 0.54
N 1.45 1.47 4.68
N 3.14 3.12 5.42
N 0.90 -0.17 -2.88
C 4.03 4.13 2.58
C 4.69 5.30 2.23
C -2.02 -3.07 2.78
C 4.70 5.75 0.92
C 6.05 0.17 -0.55
C -2.42 2.24 1.77
C -1.20 -2.28 1.74
C 0.27 -0.20 -5.58
C 5.51 0.63 0.63
C 0.34 3.99 0.30
C 3.67 -2.72 -1.17
C -3.07 -4.04 -2.11
C -1.63 2.27 4.02
C -0.10 0.57 -3.36
C 1.80 -3.77 -2.11
C -2.10 3.60 -0.55
C 4.06 5.01 -0.06
C -4.59 -5.65 0.83
C 1.57 0.78 3.60
C -1.42 1.97 2.68
C -6.38 -2.33 0.41
C 4.38 0.00 1.14
C -2.11 -1.98 -1.43
C -6.09 -3.68 0.33
C 1.59 -0.94 -3.72
C 2.37 2.33 5.05
C -4.94 -4.19 0.92
C -4.08 -3.31 1.59
C -5.53 -1.46 1.07
C -1.11 4.49 0.20
C -0.76 -3.51 -2.45
C 0.59 -3.87 -3.04
C 2.73 -1.74 -3.14
C 3.38 3.85 0.29
C 1.31 -0.98 -5.09
C -0.45 0.58 -4.70
C 4.34 -1.50 -0.59
C -3.85 3.07 3.49
C 3.36 3.40 1.60
C 5.46 -0.93 -1.17
C 1.01 3.83 -1.05
C -1.82 -4.41 -2.58
C -3.22 -2.80 -1.53
C -2.84 2.83 4.42
C -4.37 -1.95 1.66
C -3.64 2.77 2.16
H -1.28 1.19 -5.04
H 0.42 3.22 -1.73
H 3.92 0.33 2.05
H 3.42 -3.37 -0.33
H -3.68 -1.27 2.13
H 6.92 0.64 -0.99
H -1.12 5.46 -0.31
H 0.37 3.04 0.84
H -4.80 3.48 3.81
H -1.85 3.49 -1.60
H -3.91 -4.72 -2.19
H 5.20 5.87 3.00
H -3.11 4.02 -0.49
H 0.54 -4.91 -3.37
H 1.22 4.79 -1.53
H -0.64 1.15 -2.63
H -4.43 2.93 1.43
H 1.53 -4.16 -1.13
H -6.77 -4.34 -0.19
H 3.14 -2.42 -3.89
H 2.57 -4.44 -2.53
H 3.51 -1.01 -2.91
H 5.87 -1.34 -2.09
H 5.94 1.47 1.16
H -5.76 -0.41 1.12
H -1.66 -5.37 -3.04
H -1.37 -3.75 3.32
H -4.54 -6.10 1.82
H -2.50 -2.38 3.48
H 0.03 -0.22 -6.64
H 4.04 3.79 3.61
H -0.49 1.51 2.36
H -3.00 3.06 5.47
H -5.33 -6.19 0.24
H 1.89 -1.62 -5.74
H -0.84 2.07 4.74
H 4.38 -3.27 -1.82
H 4.08 5.33 -1.10
H 0.74 -3.28 -3.94
H 5.22 6.66 0.65
H 2.84 2.48 1.84
H -4.18 -2.46 -1.15
H -2.19 -1.01 -0.95
H 0.89 4.71 0.90
H -3.61 -5.78 0.38
H -1.49 4.67 1.21
```

## Properties
- total charge = 0
- highest occupied orbital energy (eV) = -7.93
- lowest unoccupied orbital energy (eV) = 0.04
- Kohn-Sham gap (Eh) = 0.293
- energy above the lowest of the compared OMol25 structures with the same formula, charge and spin (eV) = 0.293

=====

Q: Which formula does entry 2 have?
A: C46H46BaClN7O5S2

=====

Q: What is the total charge in the first record?
A: 0